Formula: C2H8N4O2
Source: the OMol25 dataset
Level of theory: the ωB97M-V functional and the def2-TZVPD basis

CARTESIAN COORDINATES (ANGSTROEM)
C  -0.8571  -1.6276  0.4456
C  -0.6655  -0.3719  -0.3977
O  -0.8667  -0.7084  -1.7271
O  -1.3586  0.7157  0.0497
H  -0.9385  0.1131  -2.2303
H  -0.6478  -1.4065  1.4905
H  -0.2286  -2.4404  0.0850
H  -1.9008  -1.9154  0.3506
N  0.3946  2.4686  0.3324
N  1.8067  -0.3761  0.3458
N  0.1725  1.2479  0.7307
N  0.7198  0.2891  -0.2161
H  0.3542  2.6515  -0.6717
H  0.0015  3.1751  0.9413
H  2.4632  -0.6007  -0.3910
H  1.5512  -1.2138  0.8622

Output
Calculated total energy   -450.3646 hartree
Energy relative to the best compared isomer or geometry (same formula, charge and spin)   138.6 kcal per mole

Löwdin atomic charge list, values in e, 5 entries:
1. C -0.0059
2. C -0.6913
3. O 0.0409
4. O -0.0456
5. H 0.1027

=====

Formula: CHErF3NO5S2
Source: the OMol25 dataset
Level of theory: the ωB97M-V functional and the def2-TZVPD basis

CARTESIAN COORDINATES (ANGSTROEM)
N  0.9045  -1.0501  0.3794
S  2.3141  -0.5481  0.0515
O  3.0644  -1.3627  -0.8691
O  2.8345  0.6959  0.5596
S  -0.3784  0.0891  0.5034
O  0.6961  1.2794  0.0355
O  -0.9453  0.9597  1.6275
C  -1.3937  0.0593  -1.1181
F  -0.9237  0.9155  -1.9866
F  -1.3556  -1.1541  -1.6295
F  -2.6326  0.3765  -0.8042
Er  0.1916  2.9779  1.5086
O  -1.3335  -1.1986  1.0598
H  -1.0424  -2.0398  0.6820

Output
2S+1   4
Net charge   +2
Calculated total energy   -2579.7893 hartree
<S²>   3.753

Löwdin atomic charge list, values in e, 5 entries:
1. N -0.2648
2. S 0.8500
3. O -0.1452
4. O -0.2632
5. S 0.8006

=====

Copy entry 2 word for word.
Formula: CHErF3NO5S2
Source: the OMol25 dataset
Level of theory: the ωB97M-V functional and the def2-TZVPD basis

CARTESIAN COORDINATES (ANGSTROEM)
N  0.9045  -1.0501  0.3794
S  2.3141  -0.5481  0.0515
O  3.0644  -1.3627  -0.8691
O  2.8345  0.6959  0.5596
S  -0.3784  0.0891  0.5034
O  0.6961  1.2794  0.0355
O  -0.9453  0.9597  1.6275
C  -1.3937  0.0593  -1.1181
F  -0.9237  0.9155  -1.9866
F  -1.3556  -1.1541  -1.6295
F  -2.6326  0.3765  -0.8042
Er  0.1916  2.9779  1.5086
O  -1.3335  -1.1986  1.0598
H  -1.0424  -2.0398  0.6820

Output
2S+1   4
Net charge   +2
Calculated total energy   -2579.7893 hartree
<S²>   3.753

Löwdin atomic charge list, values in e, 5 entries:
1. N -0.2648
2. S 0.8500
3. O -0.1452
4. O -0.2632
5. S 0.8006

=====

- The highest calculated total energy belongs to which entry?
  C2H8N4O2